Entry 1:
72
Properties=species:S:1:pos:R:3:forces:R:3:mulliken_spin:R:1 method="wB97M-V/def2-TZVPD" orbital_gap_ev="6.4 / 6.2" energy_ha=-3706.0471 de_lowest_ev=3.655 spin_multiplicity=5
Fe 0.576 2.459 0.813 2.987 2.401 1.521 3.548
C 4.802 -2.312 -0.073 0.721 1.341 0.147 0.000
C 3.766 -1.635 -0.578 0.055 -0.180 -0.702 0.001
C 2.306 -1.624 -0.152 0.406 0.174 -0.337 -0.013
C 2.069 -0.893 1.180 -0.262 -0.139 -0.199 -0.011
C 2.005 -1.888 2.344 0.062 1.572 0.781 0.006
C 2.876 -2.868 2.633 -0.408 -0.038 -0.295 0.000
C 3.578 -3.740 1.608 0.717 0.371 0.583 0.000
C 4.901 -3.044 1.213 0.105 -1.717 0.004 0.000
C 1.289 3.664 2.615 -0.065 0.711 0.456 0.438
H 5.808 -2.257 -0.533 -0.828 0.456 -0.149 0.000
H 3.968 -1.000 -1.447 0.046 -0.349 0.057 0.000
H 1.940 -2.642 0.013 -0.038 0.283 -0.358 -0.001
H 1.693 -1.236 -0.999 0.602 -0.034 0.947 0.000
H 2.872 -0.129 1.450 -0.757 -0.998 -0.487 0.000
H 1.146 -0.273 1.075 0.175 -0.545 0.356 -0.055
H 1.348 -1.515 3.137 0.746 0.121 0.284 0.001
H 3.232 -2.915 3.688 -0.988 -0.867 -0.615 0.000
H 2.992 -3.909 0.687 0.243 -0.044 0.780 0.000
H 3.806 -4.738 2.042 -0.257 0.675 -0.114 0.000
H 5.325 -2.461 2.063 -0.306 -0.115 -0.727 0.000
H 5.628 -3.840 1.002 0.094 0.100 0.311 0.000
H 2.204 3.091 2.804 -0.058 0.047 -0.242 -0.007
H 0.771 3.719 3.574 -0.598 -0.376 -0.069 -0.004
H 1.576 4.734 2.398 -0.353 -1.323 -0.315 0.005
P -1.211 1.177 1.262 -6.505 -3.565 0.735 -0.059
P 0.092 0.773 -2.155 -2.128 -1.539 -4.491 0.035
N -1.825 -0.269 2.297 1.406 0.655 0.655 0.003
N -2.766 2.012 1.493 0.610 0.990 0.168 -0.010
N -0.203 -0.918 -2.618 0.516 -0.976 0.603 0.005
N -0.497 1.268 -3.931 0.211 1.411 0.873 0.002
C -1.842 0.268 -0.214 0.467 0.189 -0.708 0.010
C -1.594 1.061 -1.493 0.423 0.438 -0.163 0.040
C -1.353 -0.561 3.561 -0.126 -0.869 0.498 -0.001
C -2.063 -1.622 4.122 0.114 1.156 -0.395 -0.001
C -3.100 -1.939 3.207 1.195 0.974 -1.296 0.000
C -2.897 -1.121 2.092 -0.688 -0.712 0.597 0.000
C -2.775 3.255 2.104 -1.598 0.584 -0.026 0.019
C -4.088 3.740 2.150 1.109 -0.737 -0.445 0.002
C -4.926 2.750 1.534 1.692 -0.709 0.231 -0.001
C -4.094 1.682 1.183 -0.562 0.933 -0.062 -0.001
C 0.727 -1.916 -3.006 -0.900 -0.518 -0.615 -0.001
C 0.039 -3.120 -3.184 0.308 0.906 0.657 0.000
C -1.318 -2.901 -2.782 0.110 1.377 0.008 0.000
C -1.441 -1.556 -2.509 0.285 -0.698 0.040 -0.001
C -1.203 0.628 -4.955 0.329 0.093 -0.356 0.001
C -1.523 1.555 -5.951 0.116 -0.270 1.408 0.000
C -1.122 2.834 -5.475 0.662 -0.295 0.861 0.000
C -0.509 2.623 -4.244 -0.185 -0.315 -0.606 -0.001
H -2.934 0.128 -0.198 0.745 0.002 0.565 -0.017
H -1.378 -0.733 -0.200 -0.113 0.465 -0.191 0.011
H -2.338 0.862 -2.286 0.469 0.253 0.471 0.003
H -1.586 2.156 -1.334 -0.388 -0.229 0.117 -0.010
H -0.546 0.014 3.963 0.358 0.097 0.195 0.000
H -1.921 -2.071 5.093 0.163 0.172 -0.076 0.000
H -3.835 -2.723 3.278 -0.081 0.074 0.008 0.000
H -3.518 -1.097 1.225 0.046 -0.023 -0.285 0.000
H -1.846 3.668 2.468 -0.026 0.160 0.011 -0.011
H -4.406 4.701 2.527 0.119 -0.125 0.052 0.000
H -6.000 2.801 1.396 0.267 -0.115 0.018 0.000
H -4.391 0.747 0.723 0.163 0.384 0.209 -0.001
H 1.782 -1.704 -3.214 -0.665 0.095 0.174 0.001
H 0.427 -4.071 -3.535 0.190 0.381 0.178 0.000
H -2.145 -3.580 -2.626 0.249 -0.165 -0.424 0.000
H -2.333 -1.014 -2.236 0.218 -0.315 -0.091 -0.001
H -1.420 -0.432 -4.948 0.283 0.123 0.108 0.000
H -2.040 1.353 -6.877 0.071 -0.144 0.126 0.000
H -1.212 3.789 -5.977 -0.047 -0.177 0.112 0.000
H -0.102 3.322 -3.534 0.212 0.218 -0.096 0.000
S 5.010 4.181 0.625 -1.071 -0.188 -0.282 0.054
C 3.453 3.783 0.361 -1.484 -0.622 0.172 0.033
N 2.294 3.471 0.259 1.419 -0.349 -0.858 -0.010

---

Entry 2:
84
Properties=species:S:1:pos:R:3:forces:R:3:mulliken_spin:R:1 method="wB97M-V/def2-TZVPD" orbital_gap_ev="3.8 / 3.7" energy_ha=-5328.6356 spin_multiplicity=6
Ni -0.238 -2.310 -3.254 -0.015 0.038 -0.117 3.369
Ni 2.563 -3.138 0.192 -2.535 1.142 -1.106 1.782
N 0.048 -4.693 -1.164 -2.663 -0.451 -1.999 0.005
O -0.299 -3.964 -2.082 -0.457 1.129 -1.853 -0.133
O 0.962 -4.339 -0.453 3.883 0.311 3.496 0.036
O -0.588 -5.702 -0.994 0.369 -1.206 1.203 0.005
N 2.809 -2.284 -3.214 3.110 -2.034 -1.126 0.028
O 1.715 -2.138 -3.678 -2.627 1.073 -3.766 -0.135
O 3.855 -2.402 -3.874 -1.276 0.835 0.255 0.003
O 2.806 -2.456 -2.016 1.327 -0.522 5.522 0.009
N 0.493 -0.700 -0.578 -0.811 0.204 -2.479 0.014
O -0.088 -1.102 -1.648 -0.011 1.995 2.169 -0.210
O 0.357 0.413 -0.088 -0.966 0.370 -0.775 0.014
O 1.267 -1.452 -0.023 2.318 -2.246 2.039 0.057
N -2.729 -1.130 2.613 1.832 -0.928 2.712 0.000
C -1.502 -0.490 2.844 -0.808 -0.478 1.697 0.000
C -1.032 -0.878 4.148 -0.966 1.186 -2.448 0.003
C -1.966 -1.792 4.677 -0.303 -0.749 -1.284 0.000
C -2.943 -1.990 3.704 0.170 0.827 -0.911 0.000
H -3.283 -1.193 1.771 0.327 0.225 -0.139 -0.001
H -1.178 0.302 2.185 0.153 -0.152 0.008 0.000
H -0.185 -0.420 4.638 0.044 -0.141 -0.058 -0.001
H -1.826 -2.401 5.558 -0.245 0.206 0.085 0.000
H -3.722 -2.727 3.576 -0.056 0.096 0.445 0.000
N 1.226 4.677 0.778 0.419 0.629 -2.771 0.000
C 1.280 6.033 0.351 0.375 -2.020 1.853 0.000
C 1.730 6.018 -0.930 -0.142 2.179 -1.166 0.000
C 1.854 4.745 -1.442 -0.650 -2.570 2.278 0.000
C 1.552 3.896 -0.342 0.451 0.921 -0.377 0.000
H 1.059 4.326 1.710 0.039 0.099 -0.134 0.000
H 1.113 6.768 1.125 0.012 0.270 -0.473 0.000
H 1.973 6.843 -1.584 -0.300 0.486 0.437 0.000
H 2.088 4.457 -2.456 0.099 -0.087 0.206 0.000
H 1.718 2.830 -0.282 -0.347 0.035 0.143 0.001
N 1.785 1.656 2.286 0.603 0.385 1.532 -0.001
C 3.088 1.625 2.739 0.807 -0.856 -1.381 0.000
C 3.222 2.252 3.947 0.377 -0.120 -0.175 0.000
C 1.970 2.743 4.285 -2.814 -1.170 -1.302 0.000
C 1.073 2.278 3.254 0.503 1.721 2.042 0.000
H 1.388 1.347 1.410 0.260 -0.406 -0.034 0.000
H 3.850 1.132 2.154 -0.024 0.114 -0.079 0.000
H 4.115 2.319 4.550 0.043 0.024 -0.260 0.000
H 1.643 3.191 5.212 0.081 0.111 -0.146 0.000
H -0.001 2.388 3.236 0.047 -0.023 -0.243 0.000
N 1.232 -4.508 2.464 0.150 -0.187 0.083 -0.010
C 1.036 -3.168 2.403 -0.233 0.482 0.169 0.038
C 2.278 -2.514 2.581 -1.286 -0.395 -0.547 0.046
C 3.200 -3.558 2.803 1.351 -0.172 -0.876 -0.020
C 2.547 -4.752 2.626 1.230 -0.587 0.296 0.057
H 0.570 -5.268 2.404 -0.348 0.472 -0.336 0.001
H 0.042 -2.747 2.362 0.053 0.096 -0.183 0.002
H 2.432 -1.448 2.668 -0.128 -0.033 0.019 0.013
H 4.247 -3.486 3.058 -0.018 0.137 -0.149 -0.003
H 3.046 -5.708 2.575 -0.584 -0.207 0.240 -0.004
N 2.050 0.989 -3.907 -1.838 -0.100 -1.899 0.004
C 1.834 0.745 -5.260 -0.158 0.521 0.035 0.004
C 0.616 1.331 -5.602 1.881 -1.003 -3.230 0.007
C 0.092 2.022 -4.585 0.606 -0.179 5.177 0.006
C 0.914 1.646 -3.462 0.361 1.368 -0.286 0.023
H 2.900 0.758 -3.413 -0.472 0.006 0.076 0.000
H 2.583 0.354 -5.934 -0.053 -0.277 0.338 -0.002
H 0.183 1.374 -6.591 0.336 -0.259 -0.206 -0.002
H -0.749 2.698 -4.532 0.002 -0.554 -0.041 0.001
H 0.878 1.836 -2.399 -0.381 0.345 -0.102 -0.029
N -1.755 3.002 -1.571 1.233 -1.142 1.971 -0.002
C -2.400 1.803 -1.469 -2.034 0.013 -1.250 0.000
C -3.310 1.700 -2.595 2.531 1.580 1.139 0.007
C -2.971 2.854 -3.367 0.294 1.738 0.392 -0.005
C -2.036 3.652 -2.676 -1.654 -0.552 -1.993 0.001
H -1.000 3.287 -0.963 -0.079 -0.128 0.131 0.000
H -2.252 1.244 -0.557 -0.142 -0.209 -0.277 0.003
H -4.073 0.988 -2.871 0.347 -0.219 0.326 0.001
H -3.323 3.294 -4.288 -0.574 -0.742 -0.186 0.000
H -1.568 4.595 -2.917 -0.083 -0.145 -0.086 0.000
N -5.153 -2.822 0.162 1.065 -0.721 0.486 0.000
C -4.087 -3.571 0.559 1.162 -0.986 0.059 0.005
C -2.926 -2.943 0.120 0.522 -2.179 1.719 -0.002
C -3.269 -1.764 -0.458 -0.953 1.981 -1.153 0.022
C -4.633 -1.741 -0.460 -2.148 1.850 -0.407 -0.002
H -6.107 -3.015 0.432 0.215 0.253 -0.386 0.000
H -4.184 -4.510 1.083 -0.135 0.086 -0.087 0.000
H -1.899 -3.219 0.309 -0.133 -0.435 0.066 -0.004
H -2.642 -0.945 -0.781 0.044 -0.283 -0.341 -0.001
H -5.366 -1.019 -0.790 0.416 0.315 -0.222 0.001

---

Entry 3:
69
Properties=species:S:1:pos:R:3:forces:R:3:nbo_charge:R:1 method="wB97M-V/def2-TZVPD" orbital_gap_ev=9.1 smiles="O=C(NCCC1=CCCCC1)C1CCN(Cc2cnn(-c3ccccc3)c2-n2cccc2)CC1" energy_ha=-1436.9823 de_lowest_ev=0.141 spin_multiplicity=1
O -0.414 2.248 -3.841 0.089 0.321 -0.250 -0.636
C -0.448 1.373 -3.001 0.260 -0.064 0.463 0.697
N -1.223 0.274 -3.122 -0.138 -0.341 0.126 -0.625
C -1.992 -0.011 -4.309 -0.225 -0.169 -0.220 -0.217
C -1.428 -1.201 -5.101 -0.069 0.428 -0.012 -0.431
C -0.087 -0.878 -5.706 -0.140 -0.153 0.169 0.015
C 0.007 -0.324 -6.907 0.039 -0.054 -0.163 -0.186
C 1.293 0.090 -7.551 0.147 0.120 0.100 -0.431
C 2.431 0.136 -6.537 0.039 -0.194 -0.186 -0.394
C 2.407 -1.131 -5.691 0.007 0.197 0.193 -0.392
C 1.126 -1.162 -4.863 0.246 -0.038 -0.191 -0.429
C 0.361 1.497 -1.712 -0.249 0.037 -0.025 -0.322
C -0.297 2.557 -0.822 0.327 0.170 -0.013 -0.383
C 0.553 2.799 0.420 -0.274 0.046 -0.069 -0.222
N 0.725 1.561 1.160 0.197 0.091 -0.101 -0.444
C 1.405 1.780 2.431 -0.139 -0.057 0.065 -0.238
C 1.323 0.575 3.307 -0.305 0.003 0.210 -0.152
C 2.327 -0.360 3.610 -0.471 0.122 0.132 -0.024
N 1.892 -1.284 4.437 0.544 -0.565 0.182 -0.264
N 0.608 -1.002 4.681 -0.091 0.668 -0.538 -0.198
C -0.150 -1.860 5.495 -0.348 -0.615 0.464 0.206
C 0.469 -2.461 6.584 0.016 0.171 -0.107 -0.232
C -0.250 -3.320 7.394 -0.040 -0.016 0.001 -0.201
C -1.583 -3.580 7.122 -0.049 -0.057 0.041 -0.217
C -2.191 -2.995 6.024 -0.011 -0.015 0.044 -0.190
C -1.480 -2.141 5.201 0.172 0.019 -0.088 -0.245
C 0.223 0.129 4.024 0.987 -0.032 -0.241 0.334
N -1.026 0.710 4.154 -0.114 0.022 0.135 -0.370
C -1.742 1.259 3.126 -0.380 0.149 -0.483 -0.066
C -2.898 1.773 3.636 0.038 -0.001 -0.165 -0.290
C -2.884 1.540 5.029 0.071 -0.096 0.211 -0.293
C -1.722 0.886 5.319 -0.195 0.206 0.516 -0.061
C 1.402 0.568 0.347 -0.211 -0.296 -0.029 -0.224
C 0.556 0.233 -0.879 0.339 0.142 -0.031 -0.405
H -1.170 -0.455 -2.430 0.099 0.128 0.057 0.394
H -1.962 0.891 -4.924 -0.094 -0.122 0.062 0.239
H -3.029 -0.218 -4.021 0.049 0.070 -0.061 0.191
H -1.349 -2.067 -4.438 -0.050 -0.084 -0.030 0.195
H -2.141 -1.441 -5.892 -0.036 -0.065 0.010 0.218
H -0.888 -0.146 -7.489 -0.220 -0.047 -0.010 0.196
H 1.163 1.069 -8.017 0.017 -0.030 -0.066 0.215
H 1.534 -0.618 -8.352 0.021 0.072 -0.059 0.204
H 3.389 0.239 -7.050 0.004 0.068 0.028 0.205
H 2.297 1.002 -5.886 0.039 0.081 0.032 0.204
H 3.277 -1.171 -5.032 0.015 -0.066 -0.030 0.204
H 2.440 -2.004 -6.347 0.042 -0.068 -0.011 0.195
H 1.017 -2.136 -4.376 -0.050 0.042 0.063 0.205
H 1.192 -0.406 -4.074 0.029 -0.077 0.096 0.204
H 1.345 1.877 -2.015 -0.081 -0.039 -0.043 0.224
H -1.288 2.211 -0.520 -0.068 0.007 0.012 0.201
H -0.412 3.488 -1.379 -0.033 -0.010 -0.021 0.232
H 1.527 3.227 0.122 -0.024 0.029 0.030 0.164
H 0.051 3.519 1.072 0.076 0.018 -0.006 0.206
H 0.903 2.616 2.929 0.101 0.022 -0.057 0.218
H 2.465 2.048 2.284 -0.093 0.063 0.029 0.183
H 3.341 -0.378 3.263 0.243 -0.026 -0.075 0.210
H 1.510 -2.249 6.773 0.076 0.016 0.025 0.238
H 0.231 -3.785 8.242 0.049 -0.032 0.065 0.217
H -2.146 -4.245 7.760 -0.047 -0.061 0.052 0.215
H -3.226 -3.208 5.800 -0.082 -0.013 -0.027 0.217
H -1.954 -1.706 4.335 -0.026 0.063 -0.078 0.229
H -1.354 1.233 2.127 0.115 -0.039 -0.166 0.242
H -3.674 2.264 3.082 -0.094 0.081 -0.162 0.222
H -3.641 1.826 5.732 -0.095 0.024 0.178 0.224
H -1.331 0.547 6.258 0.084 -0.061 0.111 0.222
H 2.399 0.923 0.025 -0.002 -0.012 0.023 0.161
H 1.545 -0.331 0.954 0.050 0.062 -0.080 0.215
H -0.407 -0.140 -0.522 -0.046 -0.084 -0.003 0.199
H 1.054 -0.549 -1.456 -0.043 -0.055 -0.028 0.215